# 1
An isolated ion of composition CH3F3NS and charge +1 in a non-equilibrium geometry. Source: the Open Molecules 2025 dataset; level of theory: wB97M-V/def2-TZVPD.

Output
orbital gap: 9.4 eV
HOMO: -17.03 eV
net charge: +1
relative energy (zero: lowest compared OMol25 entry of this formula, charge and spin): 3.077 eV

```
9
Properties=species:S:1:pos:R:3:forces:R:3
C -0.037965 -0.235117 -0.208531 -2.3 3.1 2.3
N -1.256174 -1.056680 -0.257636 0.9 -1.1 -0.1
F -2.614271 0.727881 1.312707 -0.2 -1.4 -1.9
F -2.568325 0.877509 -1.032718 -0.2 -1.6 1.4
F -0.743700 -2.532318 0.047934 -2.7 4.1 -0.2
S -2.779365 -0.265696 0.046387 2.9 0.1 0.6
H -0.370254 0.829883 -0.515304 0.8 -1.7 0.4
H 0.753833 -0.563391 -0.731909 1.9 -1.6 -3.2
H 0.502698 -0.199180 0.748854 -1.2 0.1 0.6
```
Positions in Å, forces in eV/Å.

# 2
One molecule with the formula C28H26N4 in a non-equilibrium geometry. Source: the Open Molecules 2025 dataset; level of theory: wB97M-V/def2-TZVPD.

Output
orbital gap: 7.2 eV
HOMO: -7.26 eV
net charge: 0
relative energy (zero: lowest compared OMol25 entry of this formula, charge and spin): 3.629 eV
SMILES: CN1CCc2cc(C(c3ccc4c(c3)CCN4C)[C@@H](C#N)c3ccc(C#N)cc3)ccc21

```
58
Properties=species:S:1:pos:R:3:forces:R:3
C -1.791754 0.610696 -0.200739 -0.6 3.2 -0.8
C -2.859042 0.533164 -1.263051 -1.6 -0.8 -3.4
N -3.685965 0.395161 -2.109962 3.1 0.7 3.5
C -2.676463 1.315215 0.922689 -1.0 -0.7 1.5
C -2.244699 2.462046 1.641653 0.0 -0.5 0.0
C -2.947595 2.964891 2.752537 -0.1 0.2 -0.9
C -4.216871 2.453808 3.096857 0.9 -0.5 -0.2
C -4.950589 3.078140 4.177403 -1.8 1.6 1.6
N -5.582954 3.690283 4.960251 1.8 -1.8 -2.0
C -4.717106 1.362031 2.367871 -0.4 0.0 -0.8
C -3.985541 0.838421 1.257729 0.2 -0.1 0.7
H -0.994745 1.365319 -0.408979 -1.4 0.7 -0.6
H -1.296854 2.921523 1.329088 -0.4 -0.2 0.4
H -2.545486 3.826490 3.299698 -0.2 -0.4 -0.3
H -5.743351 0.977620 2.620761 1.3 0.3 -0.4
H -4.464946 0.020396 0.676232 0.6 0.6 0.5
C 4.238069 -0.227152 4.553727 0.5 -0.1 0.2
N 2.931720 0.159979 4.119955 1.0 -0.4 -0.6
C 2.117739 0.812919 5.077147 -1.5 0.5 0.1
C 0.760707 1.035274 4.340171 -0.5 0.6 1.0
C 0.964970 0.439645 2.992892 0.3 -0.4 -0.3
C 2.278788 -0.073200 2.934953 -1.0 0.2 -0.3
C 2.657199 -0.713402 1.762010 0.8 -0.4 0.2
C 1.744905 -0.840586 0.727209 -1.0 -0.6 -1.0
C 0.417134 -0.373729 0.804494 -1.0 0.5 -0.8
C -0.728443 -0.496854 -0.286306 1.3 -3.9 0.6
C -0.034261 -0.605892 -1.739449 -1.1 1.5 0.9
C -0.854369 -1.062810 -2.767593 0.3 -1.1 -1.1
C -0.296102 -1.309771 -4.023180 -0.1 -0.1 0.5
C 1.088750 -1.236370 -4.272346 -0.5 0.5 1.4
N 1.368958 -1.754335 -5.504783 0.9 -0.2 -0.4
C 2.614445 -2.053381 -6.151791 0.4 0.1 -0.2
C 0.195444 -2.147913 -6.224812 -1.5 0.4 0.4
C -0.984827 -1.802705 -5.255620 -0.6 -0.3 -0.7
C 1.885104 -0.640587 -3.268510 -0.2 0.0 -0.7
C 1.271778 -0.165569 -2.098024 -0.2 -0.7 0.6
C 0.052826 0.300262 1.954800 0.3 0.2 1.5
H 4.896854 -0.528673 3.731880 -0.3 0.1 0.1
H 4.711077 0.621925 5.082655 -0.1 -0.2 -0.3
H 4.200590 -1.044817 5.297630 0.0 0.1 -0.3
H 1.977700 0.205482 5.972483 0.1 -0.1 0.2
H 2.544651 1.765586 5.386389 0.2 0.1 0.1
H -0.068341 0.554018 4.892093 0.3 0.3 -0.3
H 0.529388 2.113311 4.269406 0.0 -0.4 0.1
H 3.641307 -1.182625 1.660420 -0.3 0.3 0.0
H 2.031023 -1.383270 -0.186381 0.0 0.3 0.7
H -1.278699 -1.526849 -0.088001 1.2 1.7 -0.6
H -1.921409 -1.320753 -2.621563 0.9 0.2 0.0
H 3.472526 -2.004173 -5.472892 -0.3 0.0 0.0
H 2.568144 -3.068341 -6.591157 0.1 0.3 0.3
H 2.798988 -1.374024 -7.002748 0.0 0.0 0.3
H 0.078659 -1.588121 -7.154972 0.2 0.0 -0.1
H 0.195824 -3.204390 -6.483227 0.2 -0.3 0.0
H -1.629642 -2.686831 -5.065706 0.3 0.6 -0.1
H -1.613301 -1.001481 -5.702542 0.2 -0.5 0.3
H 2.963564 -0.555854 -3.406342 -0.3 0.4 0.0
H 1.877567 0.469574 -1.426721 -0.4 -0.7 -0.3
H -0.963048 0.681280 2.114315 0.8 -0.4 0.0
```
Positions in Å, forces in eV/Å.

# 3
One molecule with the formula C3H5N3S in a non-equilibrium geometry. Source: the Open Molecules 2025 dataset; level of theory: wB97M-V/def2-TZVPD.

Output
orbital gap: 9.4 eV
HOMO: -8.46 eV
net charge: 0
relative energy (zero: lowest compared OMol25 entry of this formula, charge and spin): 0.547 eV
SMILES: CSc1nc[nH]n1

```
12
Properties=species:S:1:pos:R:3:forces:R:3
C 0.903054 0.256755 -2.208710 -0.3 -0.1 -0.4
C -0.214858 0.558692 0.250733 0.4 -0.2 -0.7
C -0.929989 0.101031 2.140163 -0.4 -0.4 1.0
H 1.776287 -0.175291 -1.733238 0.0 -0.2 0.0
H 1.193444 0.741239 -3.152055 -0.1 -0.1 0.4
H 0.140861 -0.504097 -2.432360 0.4 0.2 0.2
H -1.364873 0.106179 3.141007 0.2 0.1 -0.4
H -0.452058 -1.977458 1.902738 -0.1 0.6 0.0
N -0.786144 1.123678 1.342521 0.0 0.2 -0.1
N -0.472131 -1.017761 1.570022 0.1 -0.6 -0.1
N 0.005365 -0.745183 0.331646 -0.1 0.5 0.0
S 0.201043 1.532216 -1.152466 -0.1 0.0 0.2
```
Positions in Å, forces in eV/Å.

# 4
C32H44BrN3P2Pt as an isolated structure in a non-equilibrium geometry. Source: the Open Molecules 2025 dataset; level of theory: wB97M-V/def2-TZVPD.

Output
orbital gap (spin up / spin down): 7.6 / 5.2 eV
expectation value of S²: 2.01
HOMO (spin up / spin down): -12.90 / -13.57 eV
net charge: +2
spin multiplicity: 3
relative energy (zero: lowest compared OMol25 entry of this formula, charge and spin): 0.355 eV

```
83
Properties=species:S:1:pos:R:3:forces:R:3
C 3.175298 5.069016 -0.773478 -0.1 0.5 -0.4
C 2.003114 4.451813 -1.269546 1.0 0.0 -0.3
C 1.991624 4.080682 -2.643279 0.0 0.8 0.3
C 3.009264 4.563638 -3.474844 0.1 -0.4 1.0
N 4.064106 5.218340 -2.989896 0.1 0.9 -0.3
C 4.144845 5.512245 -1.693510 -0.5 -0.8 0.2
C 0.874899 4.240367 -0.394361 -1.5 -0.9 1.3
C -0.084426 4.001506 0.341118 1.7 0.5 -2.0
C -1.224935 3.253897 0.789693 0.0 -0.8 0.2
C -0.918496 1.961428 1.245915 -1.0 -0.2 -0.2
C -1.924676 0.979421 1.368637 -0.2 0.8 0.0
C -3.216682 1.268779 0.927532 -0.4 0.2 0.0
C -3.566461 2.586539 0.599818 0.0 -0.2 -0.1
C -2.577817 3.603013 0.579505 0.0 -0.8 -0.1
Pt -1.026181 -0.900382 0.655660 1.3 -2.2 -1.5
P 1.211736 -0.651381 -0.082814 1.8 1.3 -0.5
H 1.202557 3.484371 -3.085285 -0.3 0.3 0.2
H 3.336055 5.257029 0.290259 -0.4 0.1 -0.3
H 2.982134 4.430262 -4.558174 0.0 -0.2 0.3
H 4.992765 6.130898 -1.361348 -0.3 -0.5 -0.2
H -2.825732 4.630086 0.292413 0.0 -0.5 0.1
H 0.098712 1.618342 1.351257 -0.1 0.6 0.3
H -4.593958 2.808371 0.298758 0.4 0.0 0.2
H -1.859170 -0.003457 1.966575 -0.3 1.6 0.6
C 2.115626 -2.234065 0.024497 -0.1 -0.4 0.3
C 3.481597 -2.383428 -0.656978 0.3 -0.2 -0.1
H 1.446193 -3.029095 -0.338330 0.1 0.2 0.2
H 2.247989 -2.404324 1.104572 -0.1 0.0 -0.2
H 3.822030 -3.409711 -0.474591 0.0 0.2 0.0
H 3.451822 -2.253008 -1.745578 -0.1 0.0 0.3
H 4.242409 -1.718761 -0.228926 -0.3 -0.1 -0.2
C 1.515752 0.048815 -1.756700 -0.6 -0.2 -0.1
C 2.918462 0.527482 -2.141359 0.3 0.1 -0.2
H 0.815047 0.894833 -1.833093 0.0 -0.2 -0.1
H 1.175177 -0.724631 -2.459172 0.0 0.3 0.1
H 2.961767 0.587692 -3.235298 0.0 0.0 0.2
H 3.133114 1.536478 -1.766146 -0.1 -0.3 0.0
H 3.719897 -0.152571 -1.830249 -0.3 0.3 -0.1
C 2.120231 0.546957 0.983754 -0.4 0.0 0.1
C 3.641343 0.546660 1.053632 0.4 0.2 0.1
H 1.719215 0.403998 1.999132 0.1 0.1 -0.2
H 1.791977 1.535080 0.622644 0.1 -0.2 0.1
H 3.915727 1.357636 1.741922 0.1 -0.2 -0.1
H 4.037306 -0.386882 1.470754 0.0 0.2 -0.1
H 4.119084 0.769768 0.089771 -0.2 -0.2 0.4
Br -4.380834 -0.291613 0.780426 0.2 1.4 0.4
P -1.867634 -1.857618 -1.321958 -0.2 0.1 -0.5
C -0.707756 -2.701997 -2.493217 0.2 0.2 0.2
C -1.267149 -3.981473 -3.120916 0.0 -0.2 -0.2
H 0.216999 -2.908520 -1.926819 -0.4 -0.1 -0.3
H -0.435615 -1.978235 -3.283679 -0.2 -0.2 0.4
H -0.476145 -4.463592 -3.710728 -0.2 0.1 0.2
H -1.596704 -4.694737 -2.353450 0.1 0.1 -0.3
H -2.101893 -3.775314 -3.809058 0.3 -0.1 0.4
C -2.954955 -3.130845 -0.552431 -0.2 -0.1 0.0
C -4.269848 -3.437346 -1.259188 -0.4 -0.4 0.0
H -3.170250 -2.777048 0.469283 0.1 -0.1 -0.4
H -2.348317 -4.040527 -0.429266 -0.1 0.2 -0.1
H -4.878891 -4.070962 -0.601693 0.1 0.1 -0.2
H -4.854008 -2.533344 -1.465761 0.2 -0.1 0.0
H -4.132860 -3.998012 -2.192020 0.0 0.2 0.2
C -2.748142 -0.630693 -2.378687 -0.2 0.1 0.2
C -3.296712 -1.146983 -3.713924 -0.1 -0.1 -0.2
H -2.023666 0.184701 -2.551905 -0.1 -0.3 0.1
H -3.546398 -0.198822 -1.753454 0.3 -0.2 -0.3
H -3.885336 -0.356404 -4.197198 0.2 -0.2 0.1
H -2.497821 -1.419699 -4.415907 -0.2 0.0 0.2
H -3.961502 -2.010744 -3.582153 0.2 0.3 -0.1
N -0.210466 -2.720107 4.352486 0.3 -0.2 -0.2
C -0.293379 -2.635611 3.006123 -0.3 1.6 1.3
N -0.320850 -1.345158 2.640419 1.3 -0.5 0.2
C -0.086655 -0.549073 3.790291 -1.0 -1.2 0.9
C -0.197794 0.825500 4.048229 -0.1 1.1 0.2
C -0.622195 1.270709 5.311469 0.7 -0.6 -0.6
C -0.805992 0.352059 6.357784 0.2 -0.8 0.1
C -0.543735 -1.012557 6.153368 0.2 0.4 1.0
C -0.119046 -1.430883 4.896898 -1.3 0.1 -1.1
H -0.298929 -3.574536 4.895940 0.1 0.2 -0.2
H -0.387666 -3.486364 2.345203 0.0 0.1 0.1
H 0.060350 1.588740 3.312129 -0.4 -0.4 0.2
H -0.813009 2.335880 5.481841 0.3 -0.5 -0.1
H -1.133171 0.723447 7.337053 0.1 -0.4 -0.5
H -0.702406 -1.776000 6.929566 0.1 0.6 -0.2
```
Positions in Å, forces in eV/Å.

> Which of these has the lowest relative energy (zero: lowest compared OMol25 entry of this formula, charge and spin)?

C32H44BrN3P2Pt